Entry 1:
{"formula": "C9H19AlCuIN2", "method": "ωB97M-V/def2-TZVPD", "symbols": ["C", "C", "C", "C", "C", "Al", "I", "N", "C", "C", "N", "C", "C", "H", "H", "H", "H", "H", "H", "H", "H", "H", "H", "H", "H", "H", "H", "H", "H", "H", "H", "H", "Cu"], "xyz": [[4.76, -2.58, -0.40], [4.45, -1.32, 0.19], [3.85, 0.16, 0.68], [2.30, 0.31, 0.07], [1.14, 0.08, 1.25], [-0.73, 0.36, 0.37], [-0.56, -0.60, -2.04], [-1.10, 2.25, 0.47], [-1.25, 2.90, -0.88], [-2.60, 2.44, -1.71], [-2.06, -0.55, 1.41], [-1.75, -2.02, 1.59], [-2.21, -2.95, 0.29], [4.74, -3.61, -1.00], [4.52, 1.06, 0.30], [3.78, 0.11, 1.85], [2.23, 1.36, -0.44], [2.23, -0.54, -0.77], [1.28, 0.96, 2.03], [1.22, -0.98, 1.77], [-1.87, 2.49, 1.14], [-0.26, 2.84, -1.52], [-1.40, 4.07, -0.67], [-3.40, 3.30, -1.73], [-2.22, 2.18, -2.81], [-2.98, 1.43, -1.26], [-3.04, -0.42, 1.06], [-0.62, -2.23, 1.88], [-2.39, -2.40, 2.51], [-2.71, -2.26, -0.54], [-1.27, -3.51, -0.19], [-2.98, -3.77, 0.61], [0.90, 1.48, -3.47]], "molar_mass_da": 372.7, "homo_lumo_gap_ev": 5.02, "max_force_ev_per_a": 9.833, "homo_energy_ev": -7.84, "lumo_ev": -2.819}



Entry 2:
{"formula": "C9H19AlO15S2", "method": "ωB97M-V/def2-TZVPD", "symbols": ["Al", "S", "O", "O", "O", "O", "S", "O", "O", "O", "O", "C", "C", "C", "O", "H", "H", "H", "H", "H", "H", "H", "C", "O", "C", "O", "O", "C", "H", "H", "H", "H", "H", "H", "C", "O", "C", "O", "O", "C", "H", "H", "H", "H", "H", "H"], "xyz": [[-0.09, 0.12, 0.66], [0.19, -2.75, -0.90], [-0.67, -2.37, 0.23], [1.02, -1.51, -1.18], [1.22, -3.74, -0.46], [-0.51, -3.23, -2.07], [3.09, -1.03, 1.35], [2.68, 0.31, 0.92], [1.86, -1.89, 1.43], [3.86, -1.73, 0.28], [3.81, -1.02, 2.61], [-2.86, 2.61, -2.85], [-1.98, 2.75, -1.61], [-2.52, 3.84, -0.68], [-1.82, 1.53, -1.02], [-2.94, 3.58, -3.36], [-3.87, 2.27, -2.60], [-2.44, 1.95, -3.61], [-0.97, 3.08, -1.94], [-1.95, 3.84, 0.25], [-3.57, 3.65, -0.40], [-2.46, 4.79, -1.22], [-1.92, -0.59, 5.52], [-1.40, -1.88, 5.28], [-0.88, -2.12, 4.06], [-0.95, -1.36, 3.14], [-0.22, -3.26, 4.14], [0.01, -3.93, 2.88], [-1.10, 0.12, 5.47], [-2.37, -0.59, 6.51], [-2.69, -0.33, 4.79], [0.92, -4.53, 2.88], [0.28, -3.20, 2.13], [-0.88, -4.47, 2.59], [0.07, -0.08, -3.85], [1.47, 0.18, -3.85], [1.90, 0.83, -2.77], [1.32, 0.98, -1.74], [3.14, 1.29, -3.00], [3.74, 1.93, -1.87], [-0.49, 0.68, -3.27], [-0.26, -0.94, -3.27], [-0.32, -0.09, -4.86], [3.03, 2.63, -1.41], [4.58, 2.49, -2.25], [3.94, 1.19, -1.09]], "molar_mass_da": 458.4, "homo_lumo_gap_ev": 3.53, "max_force_ev_per_a": 3.175, "total_charge": -2, "homo_energy_ev": -1.96, "lumo_ev": 1.575}



Entry 3:
{"formula": "C9H19Cl2NO3PY", "method": "ωB97M-V/def2-TZVPD", "symbols": ["C", "C", "H", "H", "H", "O", "Cl", "Y", "P", "C", "C", "H", "H", "H", "C", "H", "H", "H", "H", "H", "H", "C", "O", "Cl", "C", "N", "C", "C", "O", "H", "H", "H", "H", "H", "H", "H"], "xyz": [[-0.85, -3.08, -2.73], [-1.42, -2.07, -1.78], [-1.61, -3.51, -3.37], [-0.37, -3.89, -2.16], [-0.04, -2.60, -3.32], [-2.52, -1.58, -1.91], [2.83, -3.28, 0.55], [1.03, -1.91, -0.25], [-0.21, 1.28, -1.67], [-1.77, 2.20, -1.51], [0.91, 2.75, -1.66], [0.62, 0.34, -3.73], [-0.20, 1.91, -3.99], [-1.17, 0.42, -3.74], [-0.25, 0.95, -3.46], [1.95, 2.40, -1.64], [0.72, 3.35, -2.57], [-1.76, 3.06, -2.20], [-1.87, 2.55, -0.48], [0.71, 3.35, -0.76], [-2.62, 1.54, -1.75], [-1.41, -0.44, 0.04], [-2.43, -0.27, 0.55], [2.57, 0.05, -0.61], [2.10, -0.33, 3.35], [0.66, -0.39, 3.61], [0.10, 0.31, 4.76], [-0.13, -1.00, 2.75], [0.37, -1.51, 1.69], [2.54, 0.11, 4.24], [2.33, 0.27, 2.46], [2.51, -1.34, 3.18], [-0.26, 1.31, 4.49], [-0.75, -0.26, 5.15], [0.89, 0.38, 5.50], [-1.21, -1.06, 2.95]], "molar_mass_da": 380.0, "homo_lumo_gap_ev": [6.03, 7.32], "max_force_ev_per_a": 4.850, "total_charge": 2, "homo_energy_ev": [-16.44, -16.43], "lumo_ev": [-10.409, -9.112]}



Entry 4:
{"formula": "C9H19ClN2O6V", "method": "ωB97M-V/def2-TZVPD", "symbols": ["O", "V", "O", "N", "O", "O", "O", "Cl", "C", "C", "C", "C", "C", "C", "N", "O", "C", "C", "C", "H", "H", "H", "H", "H", "H", "H", "H", "H", "H", "H", "H", "H", "H", "H", "H", "H", "H", "H"], "xyz": [[-17.51, -18.65, 0.83], [-18.31, -20.00, 1.33], [-19.73, -19.93, 0.66], [-19.94, -19.13, 4.23], [-21.06, -18.73, 4.46], [-19.53, -19.05, 3.12], [-19.29, -19.69, 5.12], [-17.26, -21.54, 3.03], [-16.07, -21.57, -2.98], [-17.41, -20.99, -2.48], [-18.54, -21.28, -3.59], [-19.33, -22.54, -3.60], [-19.83, -22.95, -2.18], [-18.59, -22.99, -1.18], [-17.88, -21.63, -1.23], [-17.07, -21.36, -0.23], [-19.11, -23.35, 0.14], [-17.46, -24.02, -1.60], [-17.41, -19.45, -2.43], [-15.67, -22.10, -2.11], [-15.40, -20.72, -3.03], [-16.12, -22.14, -3.90], [-19.33, -20.53, -3.72], [-18.13, -21.16, -4.60], [-18.75, -23.36, -4.05], [-20.17, -22.58, -4.29], [-20.14, -23.98, -2.31], [-20.67, -22.32, -1.91], [-19.93, -22.69, 0.42], [-19.51, -24.34, 0.36], [-18.44, -23.31, 1.00], [-17.12, -23.79, -2.61], [-16.44, -23.95, -1.23], [-17.82, -25.05, -1.59], [-16.77, -19.21, -1.58], [-18.39, -19.01, -2.25], [-16.98, -19.06, -3.35], [-16.43, -22.08, -0.28]], "molar_mass_da": 337.7, "homo_lumo_gap_ev": 7.22, "max_force_ev_per_a": 7.334, "total_charge": -1, "homo_energy_ev": -4.88, "lumo_ev": 2.332}



Entry 5:
{"formula": "C9H19ClN3O", "method": "ωB97M-V/def2-TZVPD", "symbols": ["C", "C", "O", "N", "H", "H", "C", "H", "H", "H", "H", "H", "H", "C", "C", "N", "C", "C", "N", "C", "C", "H", "H", "H", "H", "H", "H", "H", "H", "H", "H", "H", "Cl"], "xyz": [[0.86, 3.00, -0.41], [1.60, 4.00, -1.25], [2.45, 3.52, -1.98], [1.24, 5.47, -1.38], [0.41, 5.53, -1.95], [0.97, 5.95, -0.53], [2.32, 6.36, -2.07], [1.20, 3.04, 0.62], [0.87, 2.00, -0.86], [-0.20, 3.25, -0.46], [2.73, 5.93, -2.98], [3.05, 6.38, -1.26], [1.95, 7.37, -2.23], [-2.58, -5.67, 0.75], [-1.14, -5.25, 0.40], [-0.97, -3.78, 0.41], [-1.36, -2.73, -0.46], [-1.00, -1.52, 0.10], [-0.36, -1.80, 1.33], [-0.39, -3.15, 1.45], [0.12, -0.80, 2.28], [-3.24, -5.42, -0.09], [-2.88, -5.26, 1.71], [-2.58, -6.75, 0.85], [-0.66, -5.60, -0.51], [-0.39, -5.74, 1.03], [-1.76, -3.05, -1.41], [-1.06, -0.51, -0.26], [0.03, -3.71, 2.28], [0.90, -0.23, 1.78], [0.65, -1.32, 3.07], [-0.72, -0.23, 2.67], [-0.07, 0.70, -0.62]], "molar_mass_da": 220.7, "homo_lumo_gap_ev": 7.06, "max_force_ev_per_a": 4.767, "total_charge": 1, "homo_energy_ev": -9.84, "lumo_ev": -2.778}



Entry 6:
{"formula": "C9H19ClN4P", "method": "ωB97M-V/def2-TZVPD", "symbols": ["C", "C", "C", "C", "N", "C", "N", "C", "P", "C", "C", "C", "N", "N", "Cl", "H", "H", "H", "H", "H", "H", "H", "H", "H", "H", "H", "H", "H", "H", "H", "H", "H", "H", "H"], "xyz": [[4.90, -0.04, -0.13], [4.45, -1.46, 0.21], [3.28, -1.52, 1.20], [1.90, -1.39, 0.55], [1.52, 0.03, 0.43], [0.34, 0.40, -0.03], [-0.64, -0.42, -0.44], [-1.66, 0.35, -0.82], [-3.24, -0.35, -1.47], [-4.02, 1.19, -2.12], [-4.14, -0.59, 0.14], [-3.75, 0.27, 1.34], [-1.34, 1.64, -0.67], [-0.06, 1.68, -0.18], [0.74, 3.10, 0.15], [5.84, -0.05, -0.67], [4.17, 0.47, -0.77], [5.03, 0.55, 0.77], [4.16, -1.98, -0.71], [5.29, -2.02, 0.63], [3.30, -2.45, 1.76], [3.39, -0.71, 1.93], [1.91, -1.83, -0.45], [1.13, -1.90, 1.13], [2.18, 0.73, 0.71], [-3.75, 1.29, -3.17], [-5.10, 1.04, -2.07], [-3.80, 2.13, -1.61], [-5.19, -0.44, -0.11], [-4.00, -1.64, 0.37], [-4.51, 0.19, 2.12], [-2.81, -0.07, 1.78], [-3.67, 1.33, 1.09], [-1.86, 2.48, -0.87]], "molar_mass_da": 249.7, "homo_lumo_gap_ev": 9.27, "max_force_ev_per_a": 0.334, "total_charge": 1, "homo_energy_ev": -12.57, "smiles": "CCCCNc1nc(P(C)CC)[nH][n+]1Cl", "lumo_ev": -3.307}



Entry 7:
{"formula": "C9H19CoFO11P", "method": "ωB97M-V/def2-TZVPD", "symbols": ["Co", "P", "O", "O", "O", "O", "C", "O", "H", "H", "H", "F", "C", "C", "O", "C", "O", "O", "C", "H", "H", "H", "H", "H", "H", "H", "H", "C", "C", "O", "C", "O", "O", "C", "H", "H", "H", "H", "H", "H", "H", "H"], "xyz": [[26.77, -4.54, -25.86], [27.27, -6.36, -27.71], [26.75, -4.87, -27.85], [25.92, -7.16, -27.63], [28.00, -5.96, -26.43], [28.32, -6.55, -28.88], [23.71, -5.54, -24.99], [24.61, -5.09, -25.95], [24.30, -5.96, -24.18], [23.08, -4.80, -24.50], [22.93, -6.25, -25.28], [28.19, -2.97, -26.18], [29.81, -6.34, -20.97], [29.83, -4.82, -21.37], [29.03, -4.64, -22.54], [27.77, -4.86, -22.77], [27.22, -4.88, -23.85], [27.14, -4.82, -21.58], [25.74, -4.91, -21.47], [28.88, -6.56, -20.44], [30.73, -6.47, -20.41], [29.92, -7.02, -21.82], [30.83, -4.48, -21.63], [29.41, -4.15, -20.61], [25.40, -4.89, -20.43], [25.43, -5.86, -21.92], [25.28, -4.10, -22.04], [26.50, -0.69, -21.47], [26.50, -0.90, -23.04], [25.22, -1.03, -23.54], [25.00, -1.74, -24.69], [25.70, -2.56, -25.31], [23.92, -1.37, -25.14], [23.36, -1.82, -26.36], [27.45, -0.42, -21.02], [26.10, -1.61, -21.02], [25.77, 0.04, -21.13], [27.14, -1.74, -23.33], [26.97, -0.04, -23.53], [22.74, -2.71, -26.19], [24.20, -2.06, -27.01], [22.75, -0.99, -26.70]], "molar_mass_da": 412.1, "homo_lumo_gap_ev": [4.16, 3.64], "multiplicity": 5, "max_force_ev_per_a": 6.416, "total_charge": -2, "homo_energy_ev": [-0.09, 0.42], "lumo_ev": [4.066, 4.067]}



Entry 8:
{"formula": "C9H19F2N2O5RbS2", "method": "ωB97M-V/def2-TZVPD", "symbols": ["Rb", "N", "S", "O", "O", "F", "S", "O", "O", "F", "C", "C", "C", "C", "C", "C", "N", "O", "C", "C", "C", "H", "H", "H", "H", "H", "H", "H", "H", "H", "H", "H", "H", "H", "H", "H", "H", "H", "H", "H"], "xyz": [[-17.16, -32.87, 15.90], [-20.41, -35.33, 12.16], [-20.08, -36.71, 12.72], [-19.65, -36.69, 14.11], [-19.60, -37.81, 11.83], [-21.61, -37.18, 12.85], [-18.67, -34.94, 12.34], [-17.68, -35.81, 11.69], [-18.39, -34.33, 13.66], [-18.72, -33.61, 11.38], [-19.73, -35.05, 16.73], [-20.22, -35.19, 18.20], [-20.57, -36.67, 18.54], [-20.66, -36.93, 20.08], [-19.55, -36.34, 20.89], [-19.39, -34.73, 20.59], [-19.25, -34.54, 19.17], [-18.98, -33.16, 18.86], [-20.53, -33.96, 21.36], [-18.13, -34.44, 21.41], [-21.58, -34.44, 18.13], [-18.68, -35.34, 16.76], [-20.34, -35.75, 16.15], [-19.76, -34.10, 16.20], [-21.53, -36.96, 18.10], [-19.81, -37.39, 18.25], [-21.59, -36.66, 20.58], [-20.77, -38.00, 20.27], [-18.62, -36.87, 20.68], [-19.66, -36.40, 21.97], [-21.47, -34.25, 20.90], [-20.56, -32.89, 21.16], [-20.66, -34.15, 22.43], [-17.88, -33.39, 21.25], [-17.32, -35.05, 21.02], [-18.25, -34.62, 22.48], [-22.07, -34.67, 17.18], [-22.23, -34.66, 18.98], [-21.37, -33.38, 18.14], [-19.77, -32.74, 19.22]], "molar_mass_da": 422.9, "homo_lumo_gap_ev": 7.89, "max_force_ev_per_a": 8.635, "homo_energy_ev": -9.06, "lumo_ev": -1.171}



Entry 9:
{"formula": "C9H19ILiNO4P2", "method": "ωB97M-V/def2-TZVPD", "symbols": ["C", "C", "C", "C", "C", "I", "P", "P", "O", "O", "O", "C", "C", "C", "C", "N", "O", "H", "H", "H", "H", "H", "H", "H", "H", "H", "H", "H", "H", "H", "H", "H", "H", "H", "H", "H", "Li"], "xyz": [[0.37, -3.33, 0.06], [0.30, -1.75, 0.08], [0.95, -1.34, 1.43], [1.07, -1.29, -1.20], [0.88, 0.25, -1.50], [1.01, 0.41, -3.70], [2.40, 1.16, -0.87], [1.86, 2.88, 0.31], [1.04, 3.86, -0.48], [1.16, 2.55, 1.79], [3.31, 3.65, 0.68], [-0.51, 0.86, -1.09], [-1.42, 0.02, -0.13], [-2.88, 0.11, -0.71], [-1.53, 0.72, 1.27], [-1.13, -1.41, -0.05], [-1.70, -2.06, -1.00], [-0.29, -3.77, 0.82], [1.41, -3.59, 0.32], [0.20, -3.73, -0.95], [1.73, -2.06, 1.71], [1.42, -0.34, 1.39], [0.22, -1.30, 2.26], [0.76, -1.91, -2.05], [2.14, -1.49, -1.01], [3.01, 0.26, 0.07], [1.41, 1.69, 2.12], [3.80, 3.00, 1.20], [-1.09, 1.00, -2.02], [-0.44, 1.88, -0.66], [-2.91, -0.02, -1.80], [-3.57, -0.56, -0.17], [-3.21, 1.16, -0.48], [-0.57, 0.81, 1.79], [-2.24, 0.11, 1.87], [-2.02, 1.70, 1.16], [-4.94, 1.86, -0.44]], "molar_mass_da": 401.0, "homo_lumo_gap_ev": [6.52, 6.53], "multiplicity": 2, "max_force_ev_per_a": 3.631, "total_charge": 1, "homo_energy_ev": [-11.63, -11.63], "lumo_ev": [-5.102, -5.102]}



Entry 10:
{"formula": "C9H19N2O2P", "method": "ωB97M-V/def2-TZVPD", "symbols": ["C", "C", "C", "C", "C", "C", "C", "C", "C", "N", "N", "O", "O", "P", "H", "H", "H", "H", "H", "H", "H", "H", "H", "H", "H", "H", "H", "H", "H", "H", "H", "H", "H"], "xyz": [[-4.21, 1.05, -0.38], [3.53, -0.72, -0.29], [1.73, -2.30, 0.18], [-1.84, 1.03, 1.23], [-1.45, -1.36, 0.81], [-3.38, 0.18, -1.20], [-1.84, 0.31, -1.06], [2.23, -0.87, 0.54], [-1.54, 0.04, 0.37], [-4.84, 1.80, 0.24], [1.29, 0.11, -0.02], [2.97, 2.31, -0.17], [0.57, 2.46, -0.93], [1.47, 1.64, 0.07], [3.44, -0.22, -1.24], [4.31, -0.20, 0.34], [3.86, -1.77, -0.40], [2.30, -3.08, 0.83], [1.77, -2.49, -0.89], [0.75, -2.52, 0.54], [-2.24, 1.95, 0.93], [-1.90, 0.92, 2.37], [0.89, 2.17, 1.20], [-0.93, -1.97, 0.06], [-2.44, -1.77, 0.89], [-0.93, -1.46, 1.83], [-3.60, 0.26, -2.18], [-3.50, -0.81, -0.87], [-1.65, 1.24, -1.40], [-1.39, -0.39, -1.76], [2.45, -0.86, 1.72], [3.15, 3.10, 0.37], [0.96, 2.22, -1.76]], "molar_mass_da": 218.2, "homo_lumo_gap_ev": [5.23, 7.49], "multiplicity": 3, "max_force_ev_per_a": 9.585, "homo_energy_ev": [-4.79, -9.00], "lumo_ev": [0.439, -1.512]}



Entry 11:
{"formula": "C9H19N2OS", "method": "ωB97M-V/def2-TZVPD", "symbols": ["C", "C", "C", "C", "C", "C", "C", "C", "C", "N", "N", "O", "S", "H", "H", "H", "H", "H", "H", "H", "H", "H", "H", "H", "H", "H", "H", "H", "H", "H", "H", "H"], "xyz": [[-0.13, 0.56, -1.30], [1.02, -0.99, 0.16], [-3.17, -0.39, 1.82], [1.20, 1.37, -1.25], [2.35, -0.27, 0.00], [-1.73, -0.07, 2.29], [-3.14, -1.25, 0.62], [-0.28, -0.19, -0.01], [3.74, 0.99, -1.51], [-3.69, -1.03, -0.54], [2.38, 0.43, -1.29], [0.64, 0.94, 2.22], [-0.54, 0.95, 1.30], [-1.08, 1.25, -1.52], [-0.24, -0.06, -2.10], [0.97, -1.78, -0.58], [0.80, -1.53, 1.01], [-3.76, -1.01, 2.54], [-3.85, 0.52, 1.58], [1.16, 2.03, -2.05], [1.02, 1.86, -0.33], [2.51, 0.49, 0.74], [3.21, -1.14, 0.03], [-1.85, 0.29, 3.37], [-1.07, -1.01, 2.52], [-2.44, -2.00, 0.54], [3.80, 1.38, -2.44], [3.81, 1.79, -0.85], [4.52, 0.27, -1.55], [-4.40, -0.31, -0.45], [-3.82, -1.91, -0.99], [2.06, -0.17, -1.97]], "molar_mass_da": 203.3, "homo_lumo_gap_ev": [6.03, 6.03], "max_force_ev_per_a": 3.932, "total_charge": 1, "homo_energy_ev": [-9.74, -9.74], "lumo_ev": [-3.706, -3.707]}



Entry 12:
{"formula": "C9H19NO2P", "method": "ωB97M-V/def2-TZVPD", "symbols": ["C", "C", "C", "C", "C", "C", "C", "C", "C", "N", "O", "O", "P", "H", "H", "H", "H", "H", "H", "H", "H", "H", "H", "H", "H", "H", "H", "H", "H", "H", "H", "H"], "xyz": [[3.80, -0.24, 0.27], [2.63, -0.80, 0.65], [0.89, -2.74, 0.59], [1.96, -1.91, 0.03], [0.62, -1.64, -0.44], [-4.30, -0.62, 0.22], [1.52, 2.25, -0.73], [-2.98, -0.74, -0.56], [0.62, 1.50, -1.74], [-0.65, 1.64, 1.61], [-1.81, -0.70, 0.25], [-0.40, 0.91, -1.07], [-0.32, -0.24, 0.08], [4.27, 0.58, 0.79], [4.41, -0.67, -0.51], [1.99, -0.28, 1.38], [0.73, -3.90, 0.35], [0.44, -2.60, 1.48], [2.54, -2.28, -0.72], [-4.17, -0.07, 1.13], [-5.01, -0.07, -0.35], [-4.75, -1.58, 0.40], [2.51, 1.95, -1.00], [1.51, 3.36, -0.77], [1.17, 1.91, 0.22], [-2.84, 0.00, -1.42], [-3.13, -1.78, -0.89], [1.28, 0.80, -2.26], [0.06, 2.31, -2.33], [-1.61, 1.26, 1.75], [-0.73, 2.53, 1.09], [-0.26, 1.86, 2.47]], "molar_mass_da": 204.2, "homo_lumo_gap_ev": [7.50, 7.50], "max_force_ev_per_a": 4.984, "total_charge": 1, "homo_energy_ev": [-12.56, -12.56], "lumo_ev": [-5.063, -5.062]}